# C48H113O25P

A cluster of 8 separate species, C48H113O25P in total (ωB97M-V with the def2-TZVPD basis set, the Open Molecules 2025 dataset).

The geometry in XYZ format:
```
187
Properties=species:S:1:pos:R:3:forces:R:3
C 2.5263 3.1402 -2.8613 -0.7467 0.4021 -0.4091
C 2.8757 2.7685 -1.4510 -0.8306 0.0723 0.2681
O 1.9252 1.7902 -0.9417 1.2779 -0.5908 -0.1645
P 0.4525 2.0572 -0.5705 -0.7492 0.2489 0.6782
O -0.0481 3.4048 -0.8259 -0.2335 0.2402 -0.4110
O 0.4278 1.6735 0.9605 0.4331 0.0351 0.7086
C -0.7711 1.4458 1.7061 -0.6064 -0.2313 -0.2044
C -2.0318 2.0314 1.1005 -0.5597 -0.1455 -0.0209
O -0.3766 0.8961 -1.2354 0.2146 -0.0548 -0.5573
C 0.2118 -0.3004 -1.7938 -1.0854 -0.3512 -0.0587
C -0.2920 -1.4925 -1.0217 0.0125 -0.7154 1.2340
H 2.8097 2.3906 -3.5936 0.4344 0.1231 -0.0016
H 1.4443 3.2696 -2.9703 -0.0030 -0.0944 0.3311
H 2.9007 4.1401 -3.0897 0.4659 -0.2846 -0.2160
H 3.8408 2.2827 -1.3597 0.0851 0.0548 -0.0018
H 2.8041 3.6382 -0.7950 0.2021 -0.0081 0.0026
H -0.8791 0.3621 1.8150 0.0121 0.0287 0.0129
H -0.6560 1.8661 2.7054 0.4205 0.0503 -0.0920
H -2.8501 1.8782 1.8075 0.1104 0.2135 0.1370
H -1.9410 3.0935 0.8839 0.0059 -0.0177 0.0837
H -2.3616 1.5231 0.1933 0.3126 0.0155 -0.0898
H -0.2342 -0.3882 -2.7861 0.4718 0.2273 -0.2016
H 1.2926 -0.2204 -1.8214 0.0199 0.0168 -0.2114
H -1.3405 -1.3826 -0.7352 -0.1042 0.1411 -0.4374
H -0.1898 -2.4419 -1.5532 0.0388 0.1898 -0.2900
H 0.1958 -1.6547 -0.0508 0.2847 0.2864 -0.1894
C 5.1901 0.5004 -3.2421 0.7101 -0.5410 -0.5313
O 4.0450 -0.0499 -2.6350 -0.3984 0.1426 0.1456
C 4.2229 -0.7319 -1.4235 -0.8642 -0.0111 0.5621
C 5.0418 -1.9904 -1.4971 0.6672 -0.2848 0.6575
O 6.4165 -1.6208 -1.4430 -0.1156 0.5124 -0.0068
C 7.3130 -2.6773 -1.4993 0.7291 -0.7295 0.5149
C 7.3620 -3.3817 -2.8378 0.7982 0.3270 -0.1670
O 6.5191 -4.4940 -2.9058 -0.5024 -0.0853 0.4071
C 6.5688 -5.0912 -4.1746 0.1458 0.1396 -0.0954
H 5.9957 -0.2391 -3.2822 0.0313 0.1179 0.1232
H 5.5743 1.4091 -2.7746 -0.2141 0.0331 0.2061
H 4.9353 0.7247 -4.2740 -0.1972 0.2541 0.0734
H 3.2118 -0.9761 -1.0738 0.0333 -0.2561 -0.3266
H 4.5719 -0.1109 -0.5817 0.5065 0.1888 -0.4320
H 4.8437 -2.6151 -2.3724 -0.1826 0.2149 -0.1317
H 4.8550 -2.6066 -0.6015 -0.2625 0.0246 -0.1205
H 7.1777 -3.3927 -0.6682 -0.4424 -0.1214 -0.2704
H 8.3137 -2.2920 -1.2838 -0.1360 0.4122 -0.2558
H 8.3993 -3.6901 -3.0463 -0.0427 -0.0924 0.0925
H 7.1254 -2.6336 -3.6119 -0.1853 -0.1215 -0.0054
H 7.5308 -5.5951 -4.3200 0.0297 0.0322 -0.1321
H 6.4439 -4.3063 -4.9279 -0.0391 -0.2399 -0.2638
H 5.7718 -5.8247 -4.2520 -0.0947 0.0142 0.0260
C -1.8632 -2.3977 -4.5539 1.0976 0.8453 0.9346
O -2.5677 -3.5725 -4.8257 -0.0572 -0.1623 0.0218
C -2.5109 -4.4655 -3.7300 -1.2469 -0.3751 -0.2410
C -1.3345 -5.3865 -3.5802 0.5020 -0.4242 1.4331
O -0.1069 -4.7065 -3.3233 0.0537 0.3163 -0.8305
C 0.8508 -5.3554 -2.5286 -0.0238 -0.2981 0.6538
C 1.4680 -6.6427 -3.0522 -0.0711 0.0835 -0.5692
O 0.4423 -7.5548 -3.3900 -0.1696 0.2122 0.1050
C 0.9002 -8.7089 -4.0257 0.5582 -0.8174 0.3119
H -2.1694 -1.8864 -3.6230 -0.4534 -0.3363 -0.0500
H -1.9498 -1.6330 -5.3233 -0.2193 -0.4591 -0.4264
H -0.8033 -2.6105 -4.3682 0.0266 0.0097 -0.3489
H -3.3522 -5.1667 -3.8479 0.0645 0.1673 -0.2816
H -2.7868 -3.9360 -2.8079 0.5991 0.1409 0.0740
H -1.2271 -6.1519 -4.3451 -0.0186 0.4257 -0.5162
H -1.5769 -5.9877 -2.6830 -0.0286 0.1115 -0.0701
H 0.4105 -5.5339 -1.5374 0.0076 -0.1731 0.0495
H 1.6758 -4.6520 -2.3876 -0.0914 0.0946 -0.0232
H 2.1490 -7.0681 -2.2999 -0.1055 0.0781 0.0713
H 2.0709 -6.4286 -3.9503 -0.0906 0.0195 0.0240
H 1.5158 -8.5088 -4.9118 -0.1459 0.1989 -0.0302
H 0.0528 -9.3335 -4.3019 -0.1449 0.2300 -0.0962
H 1.5126 -9.3222 -3.3436 0.0156 0.1607 -0.0446
C 5.1515 -6.7191 -1.2810 -0.5011 -0.5412 2.1952
O 4.1894 -7.5607 -0.6313 -0.2843 0.0270 -0.5893
C 3.7780 -7.1381 0.6394 0.0614 -0.0581 0.2260
C 2.8894 -8.2309 1.2306 -0.3159 0.1071 0.3522
O 1.4811 -8.1033 1.1386 -0.0325 0.5641 -0.8171
C 0.8977 -7.0847 1.9217 -0.1819 -0.6907 0.8964
C -0.5624 -6.9595 1.5154 0.6544 0.7570 -0.9144
O -1.0035 -5.6536 1.8512 0.8123 -0.3526 0.3674
C -2.3466 -5.4801 1.6080 -1.6104 0.2824 -0.3637
H 4.7192 -5.7290 -1.4337 0.0616 -0.1082 -0.9410
H 5.4954 -7.3575 -2.0834 0.1182 0.7337 -0.6069
H 5.9579 -6.5450 -0.5514 0.2675 -0.0894 -0.3429
H 3.2697 -6.1636 0.6371 -0.0083 0.0225 -0.2120
H 4.6736 -7.0352 1.2713 -0.0915 0.0719 0.0810
H 3.1378 -8.3323 2.2945 0.1608 -0.3252 -0.0670
H 3.0875 -9.1244 0.6436 0.3103 -0.2263 0.3698
H 1.3790 -6.1116 1.8093 0.0346 0.0513 -0.1339
H 0.9727 -7.4014 2.9741 0.0735 0.3213 0.0294
H -1.2224 -7.7233 1.9289 0.0810 -0.0943 0.0879
H -0.5277 -7.0277 0.4173 -0.4159 -0.3137 0.0436
H -2.6576 -5.7060 0.5737 0.3521 -0.1273 0.0108
H -2.6183 -4.4376 1.7644 0.1944 0.0971 0.1649
H -2.9963 -6.0839 2.2585 0.2034 -0.0616 0.0800
C -4.8447 4.9444 0.6547 0.7734 -0.2019 -0.4992
O -3.5624 5.4897 0.9200 -0.5449 0.7135 -0.1951
C -3.5462 6.3024 2.0917 -0.1445 -1.1287 0.4923
C -2.3275 7.1909 2.1500 0.0951 0.3805 -0.4257
O -1.1264 6.6040 2.5882 -0.1820 -0.3201 0.4843
C -0.6189 5.5788 1.7759 0.8492 -1.0799 -0.5762
C 0.5829 6.0099 0.9734 0.6829 0.9955 -1.0201
O 0.3297 7.0401 0.0095 -0.5430 -0.0155 0.1964
C -0.3695 6.5952 -1.1520 0.8227 0.0005 0.3185
H -5.6501 5.6772 0.7604 0.2448 0.0504 -0.0932
H -5.0450 4.0714 1.2878 -0.0676 0.1206 0.0106
H -4.7998 4.6243 -0.3872 -0.1726 -0.1203 0.0661
H -3.5983 5.5882 2.9316 0.2432 0.4879 0.0869
H -4.4491 6.9214 2.1754 0.0129 0.0761 -0.3112
H -2.5223 8.0062 2.8479 -0.0365 -0.0537 0.0745
H -2.1754 7.6472 1.1625 -0.0779 -0.0457 -0.0083
H -1.3444 5.1088 1.1156 -0.3305 0.4318 -0.1076
H -0.2670 4.7186 2.3688 -0.0901 0.3409 0.4070
H 1.0377 5.1891 0.4093 -0.2687 -0.3983 0.3912
H 1.3710 6.4626 1.5803 -0.2216 -0.1757 0.4032
H -0.2360 7.4058 -1.8664 -0.3788 -0.0296 -0.1051
H -1.4207 6.3669 -0.9550 -0.0373 0.1140 -0.0487
H 0.1178 5.6957 -1.5393 -0.1804 -0.0370 -0.0828
C -9.2560 -2.1469 6.2578 -0.0753 0.1968 -0.4478
O -8.2178 -2.1993 5.3000 -0.2558 -0.0679 -0.2246
C -7.9803 -3.5207 4.8468 -0.2687 -0.4324 1.2056
C -6.7460 -3.5650 4.0052 0.7279 -0.4129 -0.8235
O -5.5760 -3.7726 4.8040 -0.5585 -0.0468 -0.4320
C -4.9587 -2.5945 5.2442 0.7966 -0.0245 1.2102
C -3.9407 -2.0545 4.2642 0.1633 -0.2288 0.2742
O -4.5364 -1.2598 3.2704 0.4671 0.1624 -0.2575
C -4.3294 0.1201 3.4819 -0.6094 0.1493 -0.2815
H -10.1990 -2.5316 5.8456 0.1179 -0.1984 0.0539
H -9.4327 -1.0946 6.4735 0.1616 -0.0324 0.2380
H -8.9836 -2.7073 7.1576 -0.0890 0.0645 0.0596
H -8.8722 -3.9999 4.4143 0.0418 0.5212 -0.4972
H -7.7932 -4.1520 5.7345 0.1738 0.0319 -0.1212
H -6.6282 -2.6962 3.3498 -0.1327 0.2447 0.3631
H -6.7556 -4.4005 3.2981 -0.2607 -0.1800 0.3009
H -4.3999 -2.8695 6.1516 -0.0490 -0.1400 -0.1418
H -5.6860 -1.8593 5.5991 -0.0591 0.2021 -0.4160
H -3.4239 -2.9071 3.8119 -0.2292 -0.0369 -0.2037
H -3.1441 -1.5158 4.7908 -0.1795 0.2513 0.0817
H -4.6836 0.4471 4.4666 -0.0498 -0.0412 -0.0295
H -4.9279 0.5941 2.7030 0.0898 0.3005 0.1423
H -3.2904 0.4466 3.3755 0.0859 -0.2951 0.0025
C 9.6920 5.1125 -3.0400 0.2966 0.1050 0.3495
O 8.2854 5.1433 -3.0743 0.1607 0.1757 -0.4445
C 7.6645 4.4353 -2.0441 0.1796 -0.3176 0.6551
C 6.1834 4.5037 -2.2520 -0.5554 0.5582 0.1354
O 5.7269 3.8116 -3.3882 -0.3200 -0.2370 -0.0412
C 5.4480 4.6200 -4.5229 1.0906 0.5092 0.4852
C 5.3683 3.7456 -5.7311 0.3313 0.2973 -1.0122
O 4.4247 2.7214 -5.5744 0.0209 -0.1009 0.1236
C 3.7721 2.3924 -6.7735 -0.5524 0.0133 0.1885
H 10.0513 4.9003 -2.0258 0.0114 0.0822 -0.0477
H 10.0573 6.0978 -3.3294 0.0327 -0.0415 -0.0651
H 10.1275 4.3611 -3.7061 -0.2219 -0.0546 -0.0639
H 7.8768 4.8856 -1.0593 0.0457 0.1541 -0.1038
H 8.0422 3.4066 -1.9633 -0.1837 -0.0882 -0.3123
H 5.9126 5.5674 -2.3185 0.0070 -0.0597 -0.0465
H 5.6656 4.1298 -1.3612 0.0767 -0.2181 -0.1062
H 6.3000 5.3060 -4.6378 -0.1031 -0.0548 -0.3019
H 4.5753 5.2755 -4.4040 -0.2822 -0.4535 0.2184
H 6.3597 3.3561 -6.0082 -0.0335 -0.3027 0.4463
H 5.1323 4.3741 -6.6072 -0.3156 0.0855 0.2533
H 4.4561 2.0156 -7.5386 0.0455 0.1632 -0.0940
H 3.2026 3.2659 -7.1121 0.1732 -0.0517 -0.3852
H 3.0378 1.6165 -6.5557 0.1257 -0.0902 0.0861
C -2.0305 3.7032 4.8352 1.1077 1.0857 -0.1148
O -3.3248 3.3845 4.4183 0.0077 -0.5603 0.1698
C -4.2650 4.2279 5.0039 -0.7567 1.1134 -0.1511
C -5.6045 4.0760 4.2856 -0.2662 -0.6195 0.6610
O -6.2288 5.3388 4.1891 0.3457 0.0243 -0.1953
C -7.1833 5.4101 3.1486 -0.2923 0.1473 0.3490
C -8.1779 6.5223 3.4201 -0.4534 0.0271 0.9461
O -8.9363 6.4500 4.6309 0.1910 -0.5331 -0.1455
C -8.2195 6.4154 5.8527 -0.3696 -0.2844 0.1200
H -1.6857 4.6313 4.3454 -0.1182 -0.1656 -0.1035
H -1.3257 2.9209 4.5637 -0.2210 -0.2188 0.0298
H -1.9239 3.9364 5.9027 -0.3561 -0.4654 0.1033
H -3.9906 5.2921 4.9124 0.2000 -0.1766 -0.1362
H -4.3838 4.0789 6.0851 0.1466 -0.3953 -0.0311
H -6.2314 3.3941 4.8856 -0.1434 0.1284 -0.1859
H -5.4984 3.5898 3.3107 0.3368 0.2220 -0.0038
H -7.7184 4.4582 3.0575 0.0234 -0.0253 -0.0399
H -6.6673 5.6455 2.2093 -0.3808 -0.1911 0.1815
H -8.9758 6.4362 2.6818 0.3325 0.4123 -0.3957
H -7.6795 7.4990 3.4168 0.0412 -0.0214 -0.3506
H -7.7254 5.4553 6.0145 0.2187 0.1626 -0.1505
H -8.9661 6.4842 6.6459 -0.0201 0.3486 -0.0927
H -7.5041 7.2391 5.9191 0.0801 -0.0591 0.0686
```
Positions in Å, forces in eV/Å.

Properties
Relative energy (zero: lowest compared OMol25 entry of this formula, charge and spin) = 13.0 kJ/mol
Multiplicity = 1
Energy = -4118.659340 a.u.
SMILES = CCOP(=O)(OCC)OCC.COCCOCCOC.COCCOCCOC.COCCOCCOC.COCCOCCOC.COCCOCCOC.COCCOCCOC.COCCOCCOC

These are the Löwdin partial charges, in e, on atoms 1 to 6: -0.050 -0.201 -0.176 0.331 -0.208 -0.162

***

# C16H32O32S8

A cluster of 8 separate species, C16H32O32S8 in total (ωB97M-V with the def2-TZVPD basis set, the Open Molecules 2025 dataset).

The geometry in XYZ format:
```
88
Properties=species:S:1:pos:R:3:forces:R:3
O 0.6646 -1.2272 1.6734 1.1144 1.7567 -1.7364
S 1.0017 -0.3873 0.5222 -2.4954 -2.2541 -1.4383
O 2.3351 0.1358 0.3418 -1.7173 0.0644 0.6310
O 0.5816 -1.2074 -0.8277 1.1143 -0.3473 0.7630
C -0.4375 -0.6404 -1.6581 -0.4804 0.2501 1.0129
C -1.2150 0.2730 -0.6493 0.2252 -0.3564 -1.3693
O -0.2198 0.6583 0.2801 1.8026 0.9496 1.6175
H -0.0142 -0.1140 -2.5136 0.2739 0.2462 0.2739
H -1.0242 -1.4661 -2.0607 0.0179 0.0109 0.2730
H -2.0627 -0.2004 -0.1540 0.2417 -0.2443 0.1115
H -1.5514 1.1970 -1.1198 0.0061 -0.0567 -0.0089
O 4.4651 6.1575 -1.6611 -2.9575 -1.4095 0.1681
S 3.1758 5.5239 -1.9623 0.3961 -1.0032 -2.4745
O 2.8048 5.4405 -3.3957 0.7131 0.1541 3.8626
O 3.0342 3.9350 -1.2641 2.6522 2.2162 -4.5556
C 2.1146 3.9340 -0.3023 0.3651 -1.1928 3.5734
C 1.2783 5.1169 -0.3740 -3.7875 0.4313 0.8628
O 1.9336 6.1017 -1.0667 2.5243 1.2476 -1.6508
H 1.5940 2.9778 -0.2506 -0.1494 0.1386 -0.1356
H 2.6868 4.1089 0.6088 -0.0295 -0.7402 0.7609
H 1.0548 5.4759 0.6306 0.1952 0.1665 0.0464
H 0.2964 4.9374 -0.8119 0.0895 -0.0133 -0.4566
O 0.2773 3.5136 -2.9169 -4.2238 0.1015 -0.8838
S -1.0628 3.8665 -3.4701 1.7069 1.8781 -0.9554
O -1.2415 5.3034 -3.7940 -0.1545 -3.7675 1.0018
O -1.3707 2.9733 -4.8253 0.7611 1.9813 1.2470
C -2.4502 2.0998 -4.6213 -0.7196 -0.8953 -1.0656
C -3.3722 2.7045 -3.5078 1.7928 -1.0530 -0.7531
O -2.3850 3.2441 -2.6367 2.4003 1.0547 0.5463
H -2.9038 1.8733 -5.5862 -0.5257 0.9512 -0.1116
H -1.9654 1.1313 -4.4988 -0.4434 -0.3114 1.4911
H -3.8219 1.8615 -2.9833 -0.3963 0.3716 0.0632
H -4.0231 3.5399 -3.7657 -0.2312 -0.4974 -0.5087
O -5.9555 0.1698 2.5441 1.3660 -1.8649 -3.8934
S -5.3359 -0.4489 1.3245 0.2356 0.4771 4.0423
O -3.9354 -0.8541 1.4497 -2.9912 0.6373 -1.0509
O -6.2972 -1.7302 0.7997 2.6171 0.3927 1.2247
C -7.3820 -1.1783 0.1563 -1.2092 1.7151 -0.3391
C -6.8189 0.0648 -0.5764 -1.0682 -0.2830 -1.5294
O -5.6201 0.4850 0.0454 0.6803 -0.8733 1.2160
H -7.8700 -1.8947 -0.5045 0.3633 0.0068 -0.0628
H -8.1190 -0.8149 0.8726 -0.1034 -0.2522 0.2405
H -7.5384 0.8836 -0.5807 0.0988 -0.0183 0.1118
H -6.5652 -0.1941 -1.6044 0.0837 0.0769 -0.0197
O -2.8869 -3.0929 -3.1769 -1.5812 1.9669 1.7106
S -3.7462 -2.3407 -2.2542 -0.2363 -1.5664 0.6720
O -3.8579 -0.8637 -2.3312 0.2976 -3.8630 0.5638
O -5.2318 -3.0151 -2.2477 -0.1209 5.4553 -2.0235
C -5.3783 -4.2077 -1.6058 0.4901 -0.6195 -0.3491
C -4.3014 -4.1407 -0.5045 0.0377 -0.9805 0.1189
O -3.4932 -2.9676 -0.6911 0.1844 1.2005 -2.2346
H -6.4123 -4.3331 -1.2847 0.1578 0.1588 0.2230
H -5.1892 -4.8140 -2.4917 0.2255 -1.7505 1.0183
H -3.7658 -5.0774 -0.6585 0.7434 0.3044 0.5462
H -4.6581 -4.0369 0.5202 -0.2511 -0.2052 -0.2399
O 3.7379 -4.0443 -3.8737 -0.1101 2.5912 3.3655
S 3.6701 -2.9551 -2.8642 -0.0990 0.5559 -0.7051
O 2.4915 -2.0866 -2.8261 1.7967 -2.0149 0.0507
O 4.1613 -3.3328 -1.3399 -1.7167 -1.9177 -2.0860
C 5.0648 -2.4140 -0.7129 -1.6248 0.6115 -1.3711
C 5.6885 -1.6753 -1.9539 2.1150 -1.1345 1.6628
O 4.9399 -2.0037 -3.0493 -1.5330 -0.1736 -2.5624
H 4.3478 -1.8007 -0.1670 0.9221 0.3059 0.6922
H 5.6973 -3.1154 -0.1687 0.3255 0.9309 0.2768
H 6.6384 -2.1844 -2.1171 0.4031 0.2815 0.0639
H 5.8954 -0.6051 -1.9477 -0.5362 -0.0323 0.5417
O -0.3182 -0.4928 8.3891 0.2406 -0.5189 -4.7430
S -0.5895 -0.7166 6.9365 -0.2007 -0.9120 0.6444
O -1.9887 -0.8558 6.5753 1.8819 0.4749 0.2310
O 0.1856 0.2471 5.8692 -1.0393 1.3941 1.3951
C 0.8559 -0.4318 4.8115 0.9748 -1.8997 0.5600
C 0.3117 -1.9233 4.9063 -0.5191 2.6262 -1.2016
O 0.2383 -1.9877 6.2897 -0.3812 -0.8843 3.6086
H 0.9834 0.2034 3.9350 -1.0971 -0.3493 -0.0703
H 1.8739 -0.6519 5.1330 0.3584 0.5833 0.2960
H 1.0809 -2.5930 4.5218 -0.5161 -0.1961 0.1090
H -0.7196 -2.0344 4.5714 0.2946 -0.3129 -0.8730
O 5.6961 -1.9966 3.7986 0.7630 -0.9783 0.3326
S 6.7674 -1.5531 2.9748 1.4927 1.7544 -2.3461
O 7.9435 -2.3531 2.5085 -3.9660 2.5416 1.7488
O 5.9958 -0.8190 1.7204 2.2439 -2.0444 -0.8936
C 5.5990 0.4909 2.0302 -2.7326 -0.3106 -0.1601
C 6.2687 0.9159 3.3134 -1.1097 0.2766 -0.1453
O 7.2369 -0.0789 3.5161 1.9432 -1.1439 0.8352
H 5.6927 1.2146 1.2205 0.6342 -0.4910 -0.2747
H 4.5333 0.2840 2.1285 -0.3650 1.0978 0.4113
H 5.5770 0.9781 4.1535 0.0011 -0.2865 0.0498
H 6.6246 1.9312 3.1383 1.0548 -0.3679 0.4089
```
Positions in Å, forces in eV/Å.

Properties
Relative energy (zero: lowest compared OMol25 entry of this formula, charge and spin) = 713.8 kJ/mol
Multiplicity = 1
Energy = -6221.607022 a.u.
SMILES = O=S1(=O)OCCO1.O=S1(=O)OCCO1.O=S1(=O)OCCO1.O=S1(=O)OCCO1.O=S1(=O)OCCO1.O=S1(=O)OCCO1.O=S1(=O)OCCO1.O=S1(=O)OCCO1

These are the Löwdin partial charges, in e, on atoms 1 to 6: -0.244 0.701 -0.238 -0.222 -0.119 -0.138

***

# C2H5NO2P

A cluster of 2 separate species, C2H5NO2P in total (ωB97M-V with the def2-TZVPD basis set, the Open Molecules 2025 dataset).

The geometry in XYZ format:
```
11
Properties=species:S:1:pos:R:3:forces:R:3
C -1.5176 0.8007 -1.1951 -2.9160 2.4590 -1.2321
C -0.5970 -0.0368 -0.8310 3.1388 0.2116 -1.2932
N 1.5466 -0.6423 0.8701 1.9122 -0.0198 1.2092
O 1.9855 -1.6418 1.4739 -0.6339 -0.6771 0.0121
O 2.0774 -0.3240 -0.1998 0.5087 0.2057 -1.1220
P 0.4710 0.4941 1.5674 -0.3824 0.4948 0.7898
H -1.2691 1.8486 -1.5462 -0.0659 -1.3298 0.4516
H -2.6218 0.6620 -1.1366 0.8397 -0.2434 0.0928
H -0.6966 -1.0705 -0.5276 -0.2797 0.1182 0.0371
H 0.4824 0.3322 -1.0537 -2.0293 -1.1508 0.6386
H 0.1393 -0.4222 2.5785 -0.0921 -0.0684 0.4162
```
Positions in Å, forces in eV/Å.

Properties
Relative energy (zero: lowest compared OMol25 entry of this formula, charge and spin) = 604.9 kJ/mol
Multiplicity = 1
Energy = -625.666300 a.u.
Total charge = -1

These are the Löwdin partial charges, in e, on atoms 1 to 6: -0.201 -0.290 -0.831 -0.174 -0.194 0.719

***

no.,Kohn-Sham gap (eV)
1,9.3083
2,10.2968
3,6.9288